Here is one molecule with the formula C4H6O2 from the Open Molecules 2025 dataset. Energies are from wB97M-V/def2-TZVPD.

The geometry in ORCA input format:
```
! wB97M-V def2-TZVPD RIJCOSX def2/J DEFGRID3
* xyz 0 1
H 1.48 -0.89 0.83
H 0.43 0.68 -1.54
H 0.74 2.35 0.11
H -1.88 0.40 -0.64
H -1.29 0.87 0.98
H 1.18 -1.57 -0.80
C 0.39 0.52 -0.45
O -1.26 -2.09 0.82
C -0.66 -1.14 0.40
O 1.15 1.49 0.24
C -1.06 0.30 0.07
C 0.79 -0.90 -0.02
*
```

Values from the calculation:
HOMO-LUMO gap, eV: 10.39
Relative energy (zero: lowest compared OMol25 entry of this formula, charge and spin), kJ/mol: 123.6
M, g/mol: 86.1
HOMO level, eV: -9.63

=====

Here is C4H6O2 as an isolated structure from the Open Molecules 2025 dataset. Energies are from wB97M-V/def2-TZVPD.

The geometry in ORCA input format:
```
! wB97M-V def2-TZVPD RIJCOSX def2/J DEFGRID3
* xyz 0 1
H 0.58 1.21 0.86
C 1.18 0.98 -0.02
C -1.74 -0.15 0.24
C -0.39 -0.57 -0.24
H -2.42 -1.00 0.07
O 2.64 -0.93 -0.57
H 1.75 1.80 -0.46
O 0.41 -1.18 0.55
C 1.79 -0.27 -0.10
H -1.72 0.07 1.31
H -2.12 0.70 -0.33
H -0.25 -0.64 -1.32
*
```

Values from the calculation:
HOMO-LUMO gap, eV: 9.60
Relative energy (zero: lowest compared OMol25 entry of this formula, charge and spin), kJ/mol: 281.9
M, g/mol: 86.1
HOMO level, eV: -9.06

=====

Here is C4H6O2 as an isolated structure from the Open Molecules 2025 dataset. Energies are from wB97M-V/def2-TZVPD.

The geometry in ORCA input format:
```
! wB97M-V def2-TZVPD RIJCOSX def2/J DEFGRID3
* xyz 0 1
O 0.13 -1.27 1.63
H 1.46 0.70 -1.56
C 0.18 0.77 0.22
H 0.91 -1.43 1.08
H 0.48 1.76 0.55
C 0.81 0.07 -0.96
O -1.30 -0.68 -0.19
H 1.11 -0.98 -0.92
H -1.30 0.11 1.75
C -0.59 -0.27 1.01
C -0.65 0.34 -0.94
H -1.23 0.89 -1.67
*
```

Values from the calculation:
HOMO-LUMO gap, eV: 10.58
Relative energy (zero: lowest compared OMol25 entry of this formula, charge and spin), kJ/mol: 235.6
M, g/mol: 86.1
HOMO level, eV: -9.60

=====

Here is one molecule with the formula C4H6O2 from the Open Molecules 2025 dataset. Energies are from wB97M-V/def2-TZVPD.

The geometry in ORCA input format:
```
! wB97M-V def2-TZVPD RIJCOSX def2/J DEFGRID3
* xyz 0 1
H -1.56 1.19 0.58
O -1.12 0.21 -1.22
C -0.01 -0.46 -1.39
O -0.75 -0.69 0.83
H 2.42 0.05 0.44
C -1.59 0.17 0.17
H 1.50 0.84 -0.82
C 1.42 0.37 0.17
C 0.42 -0.80 0.02
H -2.62 -0.20 0.13
H 0.85 -1.79 0.19
H 1.03 1.09 0.90
*
```

Values from the calculation:
HOMO-LUMO gap, eV: 9.93
Relative energy (zero: lowest compared OMol25 entry of this formula, charge and spin), kJ/mol: 330.1
M, g/mol: 86.1
HOMO level, eV: -9.02

=====

Here is a 2-piece molecular cluster, C4H6O2 overall in a non-equilibrium geometry from the Open Molecules 2025 dataset. Energies are from wB97M-V/def2-TZVPD.

The geometry in ORCA input format:
```
! wB97M-V def2-TZVPD RIJCOSX def2/J DEFGRID3
* xyz 0 1
O -0.56 -2.04 -0.15
H -1.84 1.15 0.84
C 0.02 0.24 0.34
O -2.01 -0.85 0.68
H 1.99 1.07 0.86
H -1.24 -2.67 0.12
H 1.49 -0.84 -0.80
H 0.50 0.31 -1.80
C 0.88 0.06 -0.82
C -1.33 0.19 0.66
H 0.94 2.21 -0.11
C 1.15 1.18 0.18
*
```

Values from the calculation:
HOMO-LUMO gap (spin up / spin down), eV: 8.55 / 8.74
Relative energy (zero: lowest compared OMol25 entry of this formula, charge and spin), kJ/mol: 615.8
M, g/mol: 86.1
HOMO level (spin up / spin down), eV: -9.66 / -8.98

=====

Here is a 2-piece molecular cluster, C4H6O2 overall in a non-equilibrium geometry from the Open Molecules 2025 dataset. Energies are from wB97M-V/def2-TZVPD.

The geometry in ORCA input format:
```
! wB97M-V def2-TZVPD RIJCOSX def2/J DEFGRID3
* xyz 0 1
C 0.15 -0.62 0.07
H -2.40 -0.41 -2.27
H 1.24 -0.55 0.04
C 1.31 1.73 2.23
O 0.29 1.11 1.96
H 2.13 1.24 2.79
O -0.25 -0.48 -2.38
C -1.54 -0.99 -1.94
H -1.64 -2.08 -2.01
H 1.56 2.67 1.71
C -0.57 -0.39 -1.05
H -0.29 -1.24 0.85
*
```

Values from the calculation:
HOMO-LUMO gap, eV: 9.33
Relative energy (zero: lowest compared OMol25 entry of this formula, charge and spin), kJ/mol: 428.9
M, g/mol: 86.1
HOMO level, eV: -8.76

=====

Here is one molecule with the formula C4H6O2 from the Open Molecules 2025 dataset. Energies are from wB97M-V/def2-TZVPD.

The geometry in ORCA input format:
```
! wB97M-V def2-TZVPD RIJCOSX def2/J DEFGRID3
* xyz 0 1
C -0.79 -0.03 0.99
H 2.34 0.16 0.28
O 2.23 -0.70 -0.22
H -0.85 -1.03 1.40
C -1.33 0.30 -0.34
H -1.76 -0.54 -0.90
C 0.19 0.47 -0.33
C 0.99 -0.70 -0.60
H -0.77 0.77 1.73
H -1.86 1.24 -0.47
O 0.85 1.56 -0.25
H 0.75 -1.50 -1.30
*
```

Values from the calculation:
HOMO-LUMO gap (spin up / spin down), eV: 7.49 / 7.50
Relative energy (zero: lowest compared OMol25 entry of this formula, charge and spin), kJ/mol: 359.5
M, g/mol: 86.1
HOMO level (spin up / spin down), eV: -7.84 / -7.84

=====

Here is one molecule with the formula C4H6O2 in a non-equilibrium geometry from the Open Molecules 2025 dataset. Energies are from wB97M-V/def2-TZVPD.

The geometry in ORCA input format:
```
! wB97M-V def2-TZVPD RIJCOSX def2/J DEFGRID3
* xyz 0 1
H 1.77 1.36 -0.62
C 0.75 -0.70 -0.37
H 1.46 -1.43 0.12
H -1.17 -1.59 0.15
C -0.71 -0.64 -0.14
H -2.48 0.58 0.06
O -0.18 -0.69 -1.46
C -1.42 0.59 0.35
H -0.96 1.50 -0.04
O 2.59 0.03 0.64
C 1.73 0.38 -0.15
H -1.38 0.62 1.45
*
```

Values from the calculation:
HOMO-LUMO gap, eV: 11.03
Relative energy (zero: lowest compared OMol25 entry of this formula, charge and spin), kJ/mol: 259.2
M, g/mol: 86.1
HOMO level, eV: -10.37

=====

Here is a 2-piece molecular cluster, C4H6O2 overall in a non-equilibrium geometry from the Open Molecules 2025 dataset. Energies are from wB97M-V/def2-TZVPD.

The geometry in ORCA input format:
```
! wB97M-V def2-TZVPD RIJCOSX def2/J DEFGRID3
* xyz 0 1
H -0.57 2.20 -0.66
H 0.16 -1.74 2.10
H 1.43 -1.12 0.33
C -0.66 0.30 0.59
O 1.46 -0.63 -0.50
C -0.49 -0.09 -1.72
C -0.05 1.48 -0.01
H -1.72 0.12 0.49
O -1.22 -0.15 -2.62
C 0.25 0.03 -0.56
H 0.47 -2.38 2.35
H 0.88 1.87 0.41
*
```

Values from the calculation:
HOMO-LUMO gap (spin up / spin down), eV: 8.03 / 8.03
Relative energy (zero: lowest compared OMol25 entry of this formula, charge and spin), kJ/mol: 542.2
M, g/mol: 86.1
HOMO level (spin up / spin down), eV: -7.91 / -7.91

=====

Here is one molecule with the formula C4H6O2 from the Open Molecules 2025 dataset. Energies are from wB97M-V/def2-TZVPD.

The geometry in ORCA input format:
```
! wB97M-V def2-TZVPD RIJCOSX def2/J DEFGRID3
* xyz 0 1
C 1.56 0.77 -0.45
H 1.51 -0.35 1.35
H -1.10 -0.05 -1.48
H 2.64 0.93 -0.43
C -0.47 -0.19 0.56
C -1.31 -0.65 -0.58
H -1.06 -1.69 -0.82
C 0.97 0.05 0.50
H -2.37 -0.58 -0.34
H 1.01 1.27 -1.24
O -1.04 -0.11 1.69
O -0.29 0.31 2.74
*
```

Values from the calculation:
HOMO-LUMO gap (spin up / spin down), eV: 8.57 / 8.57
Relative energy (zero: lowest compared OMol25 entry of this formula, charge and spin), kJ/mol: 496.4
M, g/mol: 86.1
HOMO level (spin up / spin down), eV: -8.80 / -8.80

=====

Here is one molecule with the formula C4H6O2 from the Open Molecules 2025 dataset. Energies are from wB97M-V/def2-TZVPD.

The geometry in ORCA input format:
```
! wB97M-V def2-TZVPD RIJCOSX def2/J DEFGRID3
* xyz 0 1
H -0.08 1.68 0.87
H -1.83 -0.15 0.93
O 0.28 -0.26 -0.89
O -0.03 -0.47 -3.13
H -0.47 1.27 2.54
H 0.93 -1.89 -2.00
H 1.02 0.67 1.81
C -0.77 -0.37 1.16
C -0.34 -1.10 -0.07
C -0.03 0.89 1.61
H -0.82 -1.12 1.95
C 0.41 -0.93 -2.13
*
```

Values from the calculation:
HOMO-LUMO gap, eV: 9.58
Relative energy (zero: lowest compared OMol25 entry of this formula, charge and spin), kJ/mol: 307.0
M, g/mol: 86.1
HOMO level, eV: -9.07

=====

Here is C4H6O2 as an isolated structure from the Open Molecules 2025 dataset. Energies are from wB97M-V/def2-TZVPD.

The geometry in ORCA input format:
```
! wB97M-V def2-TZVPD RIJCOSX def2/J DEFGRID3
* xyz 0 1
C 0.81 0.48 0.62
H 2.75 1.33 0.89
H -0.59 1.53 -0.57
H -1.02 1.39 1.15
H -1.75 -1.78 -1.23
H -0.20 -1.87 -0.32
O 1.23 -0.48 1.33
C -0.61 0.85 0.29
H -0.38 -0.72 -1.67
C 2.10 0.73 0.27
O -1.44 -0.25 0.07
C -0.90 -1.20 -0.84
*
```

Values from the calculation:
HOMO-LUMO gap, eV: 9.53
Relative energy (zero: lowest compared OMol25 entry of this formula, charge and spin), kJ/mol: 489.8
M, g/mol: 86.1
HOMO level, eV: -9.11

=====

Here is one molecule with the formula C4H6O2 in a non-equilibrium geometry from the Open Molecules 2025 dataset. Energies are from wB97M-V/def2-TZVPD.

The geometry in ORCA input format:
```
! wB97M-V def2-TZVPD RIJCOSX def2/J DEFGRID3
* xyz 0 1
H -2.42 -1.02 -0.06
H 1.62 0.19 1.80
O -0.26 1.45 0.60
H -0.92 0.53 -1.43
H -0.29 -1.13 -1.47
H -1.38 -0.12 1.22
O 2.44 -0.85 0.27
H 1.14 1.16 -0.94
C -0.49 -0.27 -0.81
C 1.63 -0.07 0.72
C -1.51 -0.47 0.20
C 0.58 0.68 -0.11
*
```

Values from the calculation:
HOMO-LUMO gap (spin up / spin down), eV: 8.86 / 7.09
Relative energy (zero: lowest compared OMol25 entry of this formula, charge and spin), kJ/mol: 494.4
M, g/mol: 86.1
HOMO level (spin up / spin down), eV: -9.55 / -8.87

=====

Here is C4H6O2 as an isolated structure from the Open Molecules 2025 dataset. Energies are from wB97M-V/def2-TZVPD.

The geometry in ORCA input format:
```
! wB97M-V def2-TZVPD RIJCOSX def2/J DEFGRID3
* xyz 0 1
H -1.51 -0.46 -2.25
H 0.19 -0.07 1.70
C -0.81 -0.48 -0.14
C -1.10 0.20 -1.46
H -0.04 1.40 0.71
H -1.75 -0.58 0.41
H 2.58 -0.67 1.32
O 1.43 0.09 -0.05
H -0.41 -1.48 -0.30
C 2.18 0.34 1.04
C 0.17 0.33 0.67
O -0.93 1.38 -1.65
*
```

Values from the calculation:
HOMO-LUMO gap, eV: 8.53
Relative energy (zero: lowest compared OMol25 entry of this formula, charge and spin), kJ/mol: 513.9
M, g/mol: 86.1
HOMO level, eV: -8.39

=====

Here is one molecule with the formula C4H6O2 from the Open Molecules 2025 dataset. Energies are from wB97M-V/def2-TZVPD.

The geometry in ORCA input format:
```
! wB97M-V def2-TZVPD RIJCOSX def2/J DEFGRID3
* xyz 0 1
C 0.03 1.03 -0.42
O -1.24 -0.89 0.08
H 0.45 -1.97 -0.31
H -0.08 2.01 0.04
C 0.93 0.07 0.36
C 0.11 -1.23 0.41
H 0.09 -1.69 1.41
H 0.37 1.19 -1.45
C -1.33 0.35 -0.46
O -2.35 0.79 -0.89
H 1.13 0.45 1.37
H 1.89 -0.10 -0.13
*
```

Values from the calculation:
HOMO-LUMO gap, eV: 11.14
Relative energy (zero: lowest compared OMol25 entry of this formula, charge and spin), kJ/mol: 2.0
M, g/mol: 86.1
HOMO level, eV: -10.30

=====

Here is C4H6O2 as an isolated structure in a non-equilibrium geometry from the Open Molecules 2025 dataset. Energies are from wB97M-V/def2-TZVPD.

The geometry in ORCA input format:
```
! wB97M-V def2-TZVPD RIJCOSX def2/J DEFGRID3
* xyz 0 1
C -1.76 -0.56 -0.08
H -2.35 -0.85 0.82
H 2.10 -0.05 0.86
O 0.09 0.06 1.36
O -2.27 -0.23 -1.12
H 0.12 -1.60 0.07
C -0.28 -0.58 0.12
H 1.19 -0.01 -1.52
C 1.23 0.59 0.65
H -0.01 1.22 -1.07
H 1.37 1.66 0.63
C 0.57 0.35 -0.71
*
```

Values from the calculation:
HOMO-LUMO gap, eV: 10.81
Relative energy (zero: lowest compared OMol25 entry of this formula, charge and spin), kJ/mol: 221.1
M, g/mol: 86.1
HOMO level, eV: -9.89

=====

Here is one molecule with the formula C4H6O2 in a non-equilibrium geometry from the Open Molecules 2025 dataset. Energies are from wB97M-V/def2-TZVPD.

The geometry in ORCA input format:
```
! wB97M-V def2-TZVPD RIJCOSX def2/J DEFGRID3
* xyz 0 1
C 0.09 1.92 0.53
O 1.37 -0.93 -0.15
C 0.10 -1.61 -0.29
H -0.04 -2.32 -1.12
H 0.09 -0.02 -1.44
C 0.36 0.37 0.43
C -0.53 -0.27 -0.57
O -0.92 2.38 0.05
H 0.50 0.03 1.45
H -0.17 -2.11 0.65
H -1.56 0.01 -0.74
H 0.70 2.55 1.20
*
```

Values from the calculation:
HOMO-LUMO gap, eV: 9.92
Relative energy (zero: lowest compared OMol25 entry of this formula, charge and spin), kJ/mol: 423.7
M, g/mol: 86.1
HOMO level, eV: -10.15

=====

Here is one molecule with the formula C4H6O2 from the Open Molecules 2025 dataset. Energies are from wB97M-V/def2-TZVPD.

The geometry in ORCA input format:
```
! wB97M-V def2-TZVPD RIJCOSX def2/J DEFGRID3
* xyz 0 1
C -0.37 0.02 1.41
O 0.53 1.13 -0.73
C 0.67 0.25 0.37
H -0.73 -1.35 -0.29
H -1.35 0.46 1.25
C -0.18 0.81 -1.82
H 1.70 0.33 0.69
H 0.63 -1.92 0.79
O -1.30 0.38 -1.86
C 0.02 -1.09 0.45
H 0.42 1.01 -2.71
H -0.03 -0.03 2.44
*
```

Values from the calculation:
HOMO-LUMO gap, eV: 11.34
Relative energy (zero: lowest compared OMol25 entry of this formula, charge and spin), kJ/mol: 161.6
M, g/mol: 86.1
HOMO level, eV: -10.28

=====

Here is C4H6O2 as an isolated structure from the Open Molecules 2025 dataset. Energies are from wB97M-V/def2-TZVPD.

The geometry in ORCA input format:
```
! wB97M-V def2-TZVPD RIJCOSX def2/J DEFGRID3
* xyz 0 1
O -0.48 -0.05 1.43
H -0.68 -2.00 0.54
C 0.74 -0.28 -0.32
H -0.97 1.63 -0.67
C 0.73 0.57 0.94
H -0.71 -0.91 -1.82
H 0.63 1.66 0.84
C -0.62 -0.24 -0.96
C -0.46 -0.96 0.34
H 1.57 0.36 1.61
H 1.63 -0.69 -0.79
O -1.38 0.90 -1.15
*
```

Values from the calculation:
HOMO-LUMO gap, eV: 10.16
Relative energy (zero: lowest compared OMol25 entry of this formula, charge and spin), kJ/mol: 284.7
M, g/mol: 86.1
HOMO level, eV: -9.27

=====

Here is one molecule with the formula C4H6O2 in a non-equilibrium geometry from the Open Molecules 2025 dataset. Energies are from wB97M-V/def2-TZVPD.

The geometry in ORCA input format:
```
! wB97M-V def2-TZVPD RIJCOSX def2/J DEFGRID3
* xyz 0 1
C 1.11 -0.28 -1.23
H 0.26 1.75 -0.02
C 0.15 1.17 0.89
O -0.26 -0.22 -1.31
C -0.95 -0.73 -0.18
O 1.78 -1.09 -0.65
H -2.01 -0.91 -0.41
H 1.49 0.47 -1.93
H -0.48 -1.66 0.13
H 0.60 1.61 1.76
C -0.68 0.14 0.99
H -1.02 -0.24 1.95
*
```

Values from the calculation:
HOMO-LUMO gap, eV: 10.87
Relative energy (zero: lowest compared OMol25 entry of this formula, charge and spin), kJ/mol: 158.4
M, g/mol: 86.1
HOMO level, eV: -9.85